No. 1
Formula: C48H48BF4O28
Source: OMol25
Level of theory: wB97M-V/def2-TZVPD

Properties
- net charge = -1
- LUMO level (eV) = -0.53
- energy relative to the best compared isomer or geometry (same formula, charge and spin) (kJ/mol) = 232.6

Element x y z (Å)
F -28.92946 -25.06989 -18.43941
F -29.23337 -27.01407 -17.40572
F -27.54310 -25.82944 -16.87125
F -27.54314 -26.86018 -18.85361
O -26.74765 -32.22099 -16.74165
O -29.76541 -29.17932 -25.89705
O -29.44424 -23.25766 -13.27533
O -30.34733 -23.85566 -10.91478
O -21.13297 -21.55943 -15.21035
O -29.57887 -21.98105 -18.54413
O -29.11466 -18.76090 -14.32731
O -26.27840 -23.69645 -14.41384
O -28.29094 -23.04224 -16.46928
O -23.84770 -20.48632 -21.97039
O -25.08711 -26.51635 -20.16792
O -21.06255 -24.34730 -17.06959
O -29.52875 -26.96206 -21.47899
O -25.46611 -21.36972 -23.90098
O -28.50296 -31.22886 -24.75404
O -27.87574 -24.24896 -20.87608
O -28.21871 -29.10552 -20.47323
O -30.80936 -17.95646 -16.28788
O -24.14415 -28.71213 -13.15493
O -29.70265 -27.87531 -14.89091
O -31.33812 -22.56351 -21.90693
O -26.35943 -23.24484 -18.92050
O -24.41090 -23.74038 -12.29902
O -23.36349 -24.94285 -15.95354
O -30.62541 -28.42001 -12.41621
O -33.42933 -22.22602 -16.83498
O -23.12018 -20.74951 -16.67936
O -22.50940 -26.12179 -21.19864
C -25.59482 -27.32250 -14.41148
C -32.27436 -24.53675 -22.81471
C -29.87723 -26.86885 -13.91562
C -26.65612 -22.69263 -22.52599
C -32.46192 -22.36681 -14.83084
C -30.41681 -27.28961 -12.65067
C -26.99016 -23.28268 -21.16948
C -24.13158 -23.08053 -13.36020
C -30.06096 -19.99141 -17.58302
C -22.78693 -25.75668 -20.16425
C -29.53604 -25.38642 -14.22474
C -23.27082 -25.29910 -17.16137
C -24.07092 -26.05662 -19.40083
C -28.69183 -29.05912 -21.70730
C -26.73869 -31.06893 -16.29462
C -27.25702 -29.92202 -17.22653
C -24.76600 -22.03882 -15.58348
C -29.36985 -29.01075 -24.53010
C -24.87705 -21.30650 -21.76780
C -29.37513 -27.86952 -22.22352
C -29.73042 -24.51487 -13.12429
C -26.13698 -22.80745 -20.01609
C -31.72688 -23.72040 -21.67371
C -28.73981 -21.73635 -16.42761
C -32.83555 -22.93982 -16.18851
C -24.96737 -27.71353 -13.23557
C -25.61706 -21.78680 -22.85081
C -29.97009 -19.04106 -16.38380
C -22.36115 -21.94330 -14.81751
C -21.71862 -25.29186 -19.23915
C -25.39855 -27.12683 -11.88997
C -28.77712 -30.23575 -23.98600
C -30.51919 -26.27709 -11.57650
C -29.47838 -21.24770 -17.60872
C -31.77425 -24.40540 -20.32632
C -21.99150 -24.89742 -17.76711
C -28.61088 -20.76161 -15.23090
C -24.24556 -25.82556 -17.93908
C -22.74486 -22.70898 -13.55910
C -32.37518 -24.24828 -16.79734
C -23.43711 -21.52078 -15.77936
C -29.31017 -19.49156 -15.21442
C -26.40430 -30.74057 -14.81246
C -29.69428 -27.81569 -23.70511
C -30.27478 -24.90036 -11.89700
C -28.29097 -30.21826 -22.61536
C -25.15987 -21.77148 -20.26772
C -25.16422 -22.92374 -14.38984
B -28.35381 -26.15360 -17.97949
H -28.12887 -28.22044 -20.09246
H -33.07831 -24.37518 -17.54624
H -25.40217 -27.70612 -11.06728
H -30.29314 -26.76992 -24.01897
H -21.13044 -20.91567 -16.04231
H -24.54760 -21.49287 -19.52177
H -20.67686 -25.05670 -19.81035
H -28.17841 -24.18133 -20.05482
H -25.50930 -22.01388 -16.27927
H -24.85299 -26.27690 -11.47582
H -28.53620 -29.84275 -17.29974
H -32.06486 -25.12305 -16.17685
H -31.93810 -21.52183 -14.93394
H -25.03024 -26.12283 -17.51250
H -26.86514 -23.56227 -15.25580
H -26.72474 -27.33349 -14.40145
H -29.35483 -27.45148 -15.72989
H -31.16804 -23.93348 -19.64342
H -31.86051 -23.06949 -14.25832
H -22.16692 -23.04921 -12.79009
H -26.51907 -31.68796 -14.14158
H -27.29342 -30.22862 -18.49286
H -27.22965 -22.93400 -23.40467
H -27.69073 -30.93058 -22.18734
H -25.73272 -26.32414 -19.73153
H -21.33702 -24.13865 -16.16285
H -29.81778 -28.48915 -26.39990
H -29.06209 -25.14898 -15.19328
H -26.52809 -26.94915 -11.78970
H -30.95464 -17.72892 -17.11505
H -32.31425 -23.88513 -23.63512
H -30.62462 -19.54991 -18.42835
H -26.91568 -29.87584 -14.25668
H -30.19549 -22.99313 -11.43546
H -31.72977 -25.28586 -23.18850
H -31.45255 -25.41709 -20.35636
H -25.04060 -27.90677 -15.27219
H -28.05224 -20.94873 -14.26613
H -26.72110 -29.13402 -17.15659
H -30.90230 -26.55625 -10.72580
H -28.69536 -23.38050 -17.29133
H -25.36630 -30.20263 -14.58897
H -33.57884 -22.23996 -14.30187
H -31.44337 -24.23081 -17.25277
H -32.66508 -24.44692 -19.80178
H -23.87789 -20.30489 -22.94364
H -25.49247 -26.24057 -14.93388
H -33.33382 -25.08920 -22.55069

Results of the Löwdin charge analysis, in e, for atoms 1 through 8:
1 F 0.24
2 F 0.16
3 F 0.11
4 F 0.16
5 O 0.01
6 O 0.10
7 O 0.01
8 O 0.03


No. 2
Formula: C28H78AsF9N7O11
Source: OMol25
Level of theory: wB97M-V/def2-TZVPD

Properties
- net charge = +3
- LUMO level (eV) = -6.55
- energy relative to the best compared isomer or geometry (same formula, charge and spin) (kJ/mol) = 654.5

Element x y z (Å)
As -15.48751 -17.86960 -7.62882
F -16.05422 -18.05910 -9.32007
F -14.99672 -16.19436 -8.02221
F -15.90642 -19.55962 -7.23468
F -8.13623 -12.31161 -14.96242
F -8.31459 -13.31891 -13.18871
F -6.37666 -12.73695 -14.05731
F -13.90245 -18.46478 -8.30940
F -14.75468 -17.61287 -6.01055
F -17.07383 -17.25673 -7.06881
O -8.63639 -15.10779 -15.75092
O -9.17473 -26.81081 -6.52672
O -11.77103 -27.38089 -12.68609
O -7.16176 -15.81335 -14.13628
O -10.64805 -20.84933 -10.47848
O -9.18108 -12.45066 -8.41767
O -8.68673 -20.78774 -9.67300
O -2.61037 -21.31121 -9.34932
O -8.92591 -21.57052 -19.18447
O -10.15662 -22.06320 -8.85315
O -18.12884 -22.31897 -9.70650
N -13.15075 -29.54184 -13.93952
N -11.17678 -25.20466 -5.59502
N -11.24780 -13.35405 -10.15620
N -4.99453 -21.77636 -8.00555
N -10.10639 -19.41936 -17.61396
N -9.84737 -21.19698 -9.65449
N -15.22283 -22.37088 -10.15557
C -10.73239 -25.71476 -3.18324
C -11.03636 -28.59981 -12.94769
C -8.95448 -20.30401 -17.06736
C -7.51380 -14.72674 -14.98414
C -10.10985 -25.66027 -4.61472
C -9.43212 -26.92646 -5.16527
C -5.82849 -15.79508 -13.52073
C -7.57241 -13.30214 -14.29556
C -1.73144 -20.80251 -10.31345
C -5.71130 -16.99041 -12.55954
C -4.46533 -22.85767 -8.90448
C -5.58857 -23.80453 -9.40938
C -16.28906 -22.42103 -11.34403
C -8.86674 -13.57397 -9.28144
C -9.08608 -20.35280 -15.52146
C -8.44605 -11.22133 -8.53694
C -15.79153 -23.09765 -12.65054
C -9.69253 -22.55988 -19.94369
C -10.11536 -15.54311 -10.34078
C -11.00975 -26.23852 -12.53499
C -3.60196 -22.14982 -9.99462
C -19.19358 -22.95525 -9.01640
C -8.81147 -28.02793 -7.22857
C -11.98391 -29.82010 -12.96591
C -9.11392 -21.69453 -17.78181
C -11.20211 -31.17495 -13.43372
C -17.57783 -23.12477 -10.76023
C -10.16262 -14.29122 -9.51517
H -12.46038 -30.04087 -12.01075
H -8.40382 -13.28128 -10.22385
H -11.02382 -19.83146 -17.52131
H -8.92490 -10.44966 -7.93417
H -6.81285 -14.50719 -15.78948
H -10.12389 -22.03742 -17.55710
H -11.97401 -25.81960 -5.67483
H -16.33294 -22.68684 -13.50272
H -11.46525 -24.24881 -5.44261
H -18.98473 -24.01977 -9.12253
H -3.74053 -23.39959 -8.29695
H -11.04691 -16.06623 -10.55679
H -9.19670 -19.36130 -15.08237
H -10.73440 -25.26306 -6.50110
H -8.45735 -22.48246 -17.41280
H -7.97654 -19.86501 -17.26493
H -9.42461 -24.81264 -4.62320
H -8.48933 -26.95938 -4.61922
H -10.36741 -26.38511 -11.66665
H -14.71978 -22.96804 -12.80103
H -8.24701 -10.86768 -9.54858
H -13.48988 -28.59050 -13.94599
H -6.16128 -23.34074 -10.21250
H -17.25680 -24.09512 -10.38144
H -10.47544 -26.16497 -13.48220
H -5.79702 -17.90345 -13.14870
H -10.66375 -22.77224 -19.49678
H -13.81411 -30.28132 -13.75722
H -11.05974 -12.88463 -11.03049
H -4.13267 -21.43589 -10.62450
H -14.32492 -21.93159 -10.30011
H -11.36281 -12.60488 -9.48864
H -16.40920 -21.38611 -11.66434
H -5.02100 -15.89112 -14.24656
H -9.95497 -27.85333 -4.92940
H -15.84929 -24.17855 -12.52239
H -15.71747 -22.02585 -9.34539
H -9.32673 -23.58038 -20.05710
H -19.13030 -22.71044 -7.95613
H -4.42641 -20.96872 -8.21779
H -10.10034 -18.51813 -17.15805
H -8.11883 -28.70003 -6.72198
H -4.91814 -21.97492 -7.01821
H -10.70832 -31.67491 -12.60046
H -4.73993 -17.00838 -12.06536
H -6.47545 -17.08767 -11.78836
H -3.17232 -22.99729 -10.52877
H -0.86335 -20.29895 -9.88808
H -6.27062 -24.10170 -8.61276
H -12.77384 -29.69220 -14.86442
H -9.89969 -22.08837 -20.90435
H -9.60714 -28.54588 -7.76405
H -10.62278 -14.54855 -8.56117
H -11.67317 -25.43163 -12.22373
H -10.51697 -28.43627 -13.89194
H -7.49012 -11.34227 -8.02737
H -5.96305 -21.64237 -8.25874
H -5.21365 -24.76232 -9.77018
H -1.50972 -21.64671 -10.96634
H -18.36711 -23.15095 -11.51152
H -10.32460 -30.96798 -14.04629
H -15.01705 -23.32079 -9.88093
H -10.01941 -20.85286 -15.26274
H -9.76373 -15.29162 -11.34137
H -12.11661 -13.84090 -10.32424
H -11.89729 -31.93337 -13.79377
H -8.18283 -14.18840 -8.69590
H -9.99853 -25.61729 -2.38321
H -9.98216 -19.32606 -18.61194
H -5.61240 -14.90863 -12.92440
H -8.28212 -20.79691 -14.93451
H -11.33651 -26.58442 -2.92473
H -8.14622 -27.71393 -8.03290
H -2.22301 -20.03216 -10.90761
H -11.19251 -24.73158 -3.08452
H -10.30396 -28.65580 -12.14236
H -20.14776 -22.78588 -9.51538
H -9.54066 -16.29664 -9.80226

Results of the Löwdin charge analysis, in e, for atoms 1 through 8:
1 As 0.88
2 F -0.32
3 F -0.31
4 F -0.32
5 F 0.14
6 F 0.10
7 F 0.11
8 F -0.35


No. 3
Formula: C3H4N2O2
Source: OMol25
Level of theory: wB97M-V/def2-TZVPD

Properties
- net charge = 0
- LUMO level (eV) = -0.48
- energy relative to the best compared isomer or geometry (same formula, charge and spin) (kJ/mol) = 640.1

Element x y z (Å)
O -2.67493 1.11153 0.17866
O -2.84507 -0.97535 -0.22445
N -2.24203 0.03147 -0.06663
N -0.87778 -0.14955 -0.21014
C 0.02242 -0.16793 0.69270
C 1.43242 -0.14617 0.38639
C 1.72933 0.27637 -0.85120
H 2.19119 -0.48225 1.22935
H 0.95275 0.36442 -1.59506
H -0.43932 -0.19120 1.65562
H 2.75102 0.32865 -1.19526

Results of the natural (NBO) charge analysis, in e, for atoms 1 through 8:
1 O -0.37
2 O -0.37
3 N 0.64
4 N -0.31
5 C 0.11
6 C -0.29
7 C -0.27
8 H 0.24


No. 4
Formula: C9H14F4N2NbO3S
Source: OMol25
Level of theory: wB97M-V/def2-TZVPD

Properties
- net charge = -1
- LUMO level (eV) = 1.13

Element x y z (Å)
Nb -0.32761 0.57747 -0.14455
S 0.74288 2.89993 0.27587
F -3.99330 -1.54803 -2.86222
F -2.95082 0.32333 -2.79177
F -3.76637 -0.52382 -0.96968
F 2.00241 3.04402 -0.76289
O -0.13923 3.96911 -0.09275
O -2.01066 -1.52560 -1.96161
O 1.29692 3.02096 1.59929
N 4.14704 -0.24214 0.04278
N -2.57710 0.87432 2.66658
C 1.78562 -0.17787 -0.55451
C -0.27215 -0.03505 2.04279
C -3.12683 -0.80813 -2.11071
C 4.34760 -1.03520 -1.00289
C 2.89682 0.15886 0.20561
C 2.03096 -1.01851 -1.63639
C -1.31034 -1.40375 -0.68150
C 3.32189 -1.42248 -1.81390
C -1.65756 -0.26841 2.72855
H 0.22420 0.71463 2.67169
H -3.29627 0.72157 1.97450
H 1.23365 -1.33864 -2.29222
H 5.34694 -1.40950 -1.19379
H 0.28028 -0.97791 2.17290
H -1.47265 -0.45266 3.79401
H -2.16107 -1.15847 2.34381
H 3.55344 -2.07807 -2.64973
H 2.72598 0.83182 1.04279
H -0.49401 -2.12674 -0.74465
H -1.94286 -1.76392 0.13474
H -2.08055 1.71424 2.40137
H -0.45112 1.03095 -1.91124
H -1.90613 1.43368 0.07970

Results of the natural (NBO) charge analysis, in e, for atoms 1 through 8:
1 Nb 1.77
2 S 1.91
3 F -0.35
4 F -0.31
5 F -0.33
6 F -0.54
7 O -0.95
8 O -0.54


No. 5
Formula: C6H6Cl2Si
Source: OMol25
Level of theory: wB97M-V/def2-TZVPD

Properties
- net charge = 0
- multiplicity = 3
- LUMO level (alpha / beta) (eV) = 0.67 / -2.86

Element x y z (Å)
Cl 2.10313 -3.35997 1.94464
Cl -0.48207 -2.55768 1.06005
Si -0.14258 0.02995 -2.76560
C 0.80793 -2.07302 1.94170
C 0.94071 -0.88765 2.53924
C -0.53415 0.28015 0.19701
C -0.14537 0.20269 2.56219
C -0.80986 0.65959 1.49007
C -0.55885 0.03707 -0.99356
H -0.41168 0.27112 3.64565
H -1.06149 0.87670 -3.66549
H 1.78871 -0.70993 3.09328
H 0.07986 -1.29322 -3.29610
H 1.23186 0.72502 -2.54534
H -1.48701 1.52431 1.49234

Results of the natural (NBO) charge analysis, in e, for atoms 1 through 8:
1 Cl -0.03
2 Cl 0.10
3 Si 0.82
4 C -0.08
5 C -0.29
6 C 0.00
7 C -0.12
8 C -0.31


No. 6
Formula: C3H3OS2
Source: OMol25
Level of theory: wB97M-V/def2-TZVPD

Properties
- net charge = -1
- LUMO level (eV) = 3.76
- energy relative to the best compared isomer or geometry (same formula, charge and spin) (kJ/mol) = 228.9

Element x y z (Å)
S 4.44529 -1.06778 0.40593
S 3.68311 1.74740 -0.25931
O 1.86570 -1.43394 -0.91565
C 3.49252 0.15118 -0.04028
C 1.74517 -0.48452 -0.13570
C 0.07132 -0.09667 0.26530
H -0.56274 0.33810 -0.54592
H 0.06349 0.55364 1.15263
H -0.04491 -1.23467 0.43984

Results of the natural (NBO) charge analysis, in e, for atoms 1 through 8:
1 S -0.17
2 S -0.22
3 O -0.61
4 C -0.43
5 C 0.51
6 C -0.73
7 H 0.22
8 H 0.21


| no. | strongest force on any atom (eV/A) |
| --- | --- |
| 1 | 15.41 |
| 2 | 4.72 |
| 3 | 3.24 |
| 4 | 3.37 |
| 5 | 9.32 |
| 6 | 3.48 |